Density functional theory data (ωB97M-V with the def2-TZVPD basis set) for a molecular structure, C37H33N6NiP2.

The geometry in ORCA input format:
```
! wB97M-V def2-TZVPD RIJCOSX def2/J DEFGRID3
* xyz 1 1
Ni 0.59 -0.01 -0.07
C -2.25 -3.95 -3.06
C -0.96 -3.78 -2.58
C -0.50 -2.50 -2.30
C -1.31 -1.39 -2.50
C -2.60 -1.58 -2.98
C -3.07 -2.85 -3.26
P -0.66 0.28 -2.09
C -0.90 1.19 -3.64
C -1.24 2.54 -3.60
C -1.39 3.25 -4.79
C -1.18 2.62 -6.01
C -0.82 1.28 -6.04
C -0.68 0.56 -4.86
C -1.81 0.84 -0.83
C -3.09 1.38 -0.89
C -3.81 1.49 0.30
C -3.24 1.04 1.49
C -1.95 0.52 1.52
C -1.18 0.45 0.36
H -2.62 -4.95 -3.28
H -0.32 -4.64 -2.42
H 0.51 -2.37 -1.92
H -3.25 -0.72 -3.14
H -4.08 -2.98 -3.63
H -1.38 3.04 -2.65
H -1.67 4.30 -4.75
H -1.30 3.17 -6.93
H -0.65 0.79 -6.99
H -0.41 -0.49 -4.90
H -3.54 1.68 -1.83
H -4.81 1.90 0.29
H -3.82 1.09 2.40
H -1.56 0.18 2.48
N 2.64 -1.68 1.31
P 1.17 -1.01 1.83
C 0.34 -2.41 2.60
C -0.13 -3.41 1.75
C -0.77 -4.52 2.27
C -0.96 -4.63 3.64
C -0.52 -3.63 4.49
C 0.13 -2.51 3.97
C 1.62 0.11 3.17
C 0.93 1.31 3.33
C 1.28 2.18 4.36
C 2.33 1.87 5.21
C 3.03 0.68 5.05
C 2.68 -0.19 4.03
C 3.14 -1.38 0.06
C 4.42 -1.78 -0.33
C 4.85 -1.45 -1.60
C 4.02 -0.73 -2.45
C 2.78 -0.37 -1.98
N 2.33 -0.69 -0.75
H 3.18 -2.31 1.88
H 0.00 -3.32 0.67
H -1.14 -5.30 1.61
H -1.47 -5.49 4.05
H -0.67 -3.71 5.56
H 0.47 -1.73 4.63
H 0.14 1.57 2.65
H 0.74 3.11 4.48
H 2.60 2.56 6.00
H 3.85 0.44 5.71
H 3.24 -1.11 3.92
H 5.05 -2.33 0.35
H 5.84 -1.75 -1.92
H 4.32 -0.45 -3.45
H 2.08 0.18 -2.60
N -1.19 3.66 0.86
C -0.20 4.56 1.06
N -0.54 5.80 1.44
N 1.09 4.29 0.90
C 1.29 3.05 0.51
N 1.35 1.95 0.16
H -2.15 3.89 1.01
H -0.96 2.70 0.61
H -1.49 6.09 1.53
H 0.20 6.47 1.55
*
```

## Properties
Frontier orbital gap (spin up / spin down): 0.3084 / 0.3075 Ha
ΔE to the lowest compared entry with this formula, charge and spin: 0.00 kJ/mol
LUMO energy (spin up / spin down): -0.084 / -0.084 Ha